ORCA calculation (wB97M-V/def2-TZVPD) on a 3-piece molecular cluster, C24H43NO8 overall at a distorted geometry.

```
! wB97M-V def2-TZVPD RIJCOSX def2/J DEFGRID3
* xyz 0 1
C -1.722 4.180 -4.232
O -1.934 4.399 -2.853
C -2.417 3.255 -2.171
C -1.452 2.806 -1.078
C -2.186 2.020 -0.001
C -1.298 1.551 1.149
C -0.198 0.548 0.766
C -0.680 -0.901 0.760
C -0.754 -1.589 2.127
C 0.503 -1.484 3.006
C 1.175 -2.841 3.245
C 2.548 -2.689 3.921
C 2.774 -3.723 5.023
C 4.123 -3.602 5.718
C 4.407 -2.346 6.561
C 5.896 -2.025 6.221
N 6.478 -3.283 5.688
C 5.387 -3.805 4.889
O 5.502 -4.275 3.767
H -2.612 3.781 -4.720
H -0.890 3.500 -4.411
H -1.495 5.136 -4.694
H -2.590 2.437 -2.873
H -3.385 3.506 -1.727
H -1.005 3.700 -0.645
H -0.688 2.203 -1.567
H -2.919 2.706 0.433
H -2.766 1.203 -0.425
H -0.794 2.439 1.540
H -1.907 1.163 1.964
H 0.670 0.713 1.398
H 0.128 0.787 -0.247
H -0.110 -1.499 0.048
H -1.696 -0.877 0.365
H -0.912 -2.654 1.935
H -1.638 -1.267 2.675
H 1.262 -0.826 2.592
H 0.204 -1.105 3.985
H 1.339 -3.285 2.261
H 0.528 -3.507 3.814
H 2.650 -1.689 4.340
H 3.323 -2.842 3.171
H 2.675 -4.733 4.630
H 2.002 -3.583 5.783
H 4.163 -4.454 6.406
H 3.715 -1.563 6.265
H 4.288 -2.541 7.623
H 6.523 -1.748 7.058
H 5.862 -1.274 5.437
H 6.630 -3.870 6.499
C 2.763 5.259 -6.944
C 1.996 3.963 -7.032
C 1.776 3.448 -8.437
O 0.534 2.745 -8.315
C -0.159 3.304 -7.293
O -1.305 3.096 -7.065
O 0.640 4.132 -6.580
H 2.964 5.519 -5.905
H 3.713 5.179 -7.471
H 2.182 6.074 -7.377
H 2.462 3.198 -6.405
H 2.558 2.775 -8.778
H 1.650 4.256 -9.162
C -6.195 -3.623 -0.601
C -5.783 -2.176 -0.482
C -4.445 -1.845 -1.103
O -3.989 -0.757 -0.288
C -4.563 -0.895 0.936
O -4.235 -0.295 1.904
O -5.554 -1.816 0.892
H -7.205 -3.770 -0.220
H -6.169 -3.944 -1.643
H -5.529 -4.257 -0.015
H -6.567 -1.521 -0.872
H -4.518 -1.531 -2.141
H -3.727 -2.666 -1.022
*
```

ΔE to the lowest compared entry with this formula, charge and spin, kcal/mol: 0.00
E_tot, eV: -43455.351
HOMO-LUMO gap, Ha: 0.356
SMILES string: COCCCCCCCCCCC[C@@H]1CCNC1=O.C[C@@H]1COC(=O)O1.C[C@@H]1COC(=O)O1
HOMO level, Eh: -0.3319
Largest force on an atom, eV Å⁻¹: 2.24

Population analysis type Löwdin, resulting atomic charges in e: -0.12, -0.18, -0.24, -0.18, -0.21, -0.19, -0.20, -0.19, -0.20, -0.21, -0.21, -0.20, -0.17, -0.26, -0.12, -0.17, 0.02, -0.39, 0.11, 0.08, 0.08, 0.09, 0.12, 0.12, 0.12, 0.10, 0.12, 0.09, 0.11, 0.10, 0.09, 0.09, 0.11, 0.08, 0.10, 0.10, 0.10, 0.11, 0.11, 0.11, 0.10, 0.11, 0.12, 0.12, 0.15, 0.10, 0.11, 0.11, 0.11, 0.12, -0.02, -0.33, -0.09, 0.07, -0.56, 0.17, 0.07, 0.09, 0.09, 0.09, 0.16, 0.14, 0.14, -0.02, -0.33, -0.09, 0.02, -0.55, 0.17, 0.09, 0.09, 0.09, 0.09, 0.16, 0.14, 0.14

=====

ORCA calculation (wB97M-V/def2-TZVPD) on a 8-piece molecular cluster, C24H43O18S2 overall at a distorted geometry.

```
! wB97M-V def2-TZVPD RIJCOSX def2/J DEFGRID3
* xyz -1 1
O -0.327 0.844 -0.306
H 0.141 0.432 0.447
C -1.493 -3.869 -2.950
C -0.072 -3.991 -2.278
C 0.078 -3.851 -0.760
O 0.860 -4.930 -0.320
C 1.089 -5.795 -1.334
O 1.870 -6.770 -1.374
O 0.326 -5.358 -2.395
H -1.536 -4.083 -4.018
H -1.715 -2.809 -2.824
H -2.274 -4.382 -2.389
H 0.693 -3.367 -2.740
H -0.900 -3.839 -0.279
H 0.643 -2.961 -0.486
C -4.666 1.322 3.219
C -5.178 -0.164 3.213
C -4.334 -1.107 2.454
O -4.110 -2.181 3.261
C -4.591 -1.865 4.544
O -4.407 -2.579 5.570
O -5.299 -0.804 4.468
H -5.303 2.114 3.612
H -4.335 1.715 2.258
H -3.798 1.270 3.877
H -6.216 -0.134 2.882
H -3.354 -0.647 2.325
H -4.700 -1.526 1.517
C 1.339 -2.366 6.029
C 0.859 -2.219 7.470
C 0.929 -3.422 8.349
O 1.788 -3.037 9.410
C 2.080 -1.755 9.291
O 2.598 -1.086 10.130
O 1.621 -1.252 8.113
H 0.972 -1.488 5.498
H 1.022 -3.282 5.531
H 2.425 -2.372 5.937
H -0.182 -1.896 7.477
H 1.469 -4.301 7.997
H -0.040 -3.614 8.809
C -5.205 1.166 -5.499
C -5.852 0.905 -4.202
C -5.132 1.281 -2.994
O -6.036 2.075 -2.282
C -7.217 2.231 -2.976
O -8.176 2.795 -2.528
O -7.050 1.616 -4.120
H -4.401 0.467 -5.731
H -4.722 2.143 -5.465
H -5.856 1.073 -6.368
H -5.990 -0.172 -4.106
H -4.308 1.953 -3.234
H -4.850 0.350 -2.503
C 2.119 1.298 -6.034
C 0.956 2.201 -5.446
C 1.638 3.454 -4.819
O 0.860 4.532 -5.272
C 0.067 4.129 -6.259
O -0.536 4.862 -6.989
O 0.145 2.786 -6.440
H 1.719 0.441 -6.578
H 2.649 0.930 -5.156
H 2.803 1.870 -6.660
H 0.274 1.712 -4.750
H 2.719 3.398 -4.945
H 1.514 3.350 -3.741
C 6.852 -1.044 -1.963
S 5.852 -2.356 -1.126
O 6.866 -3.445 -0.776
C 5.350 -1.344 0.373
H 7.266 -1.544 -2.838
H 7.551 -0.548 -1.290
H 6.095 -0.293 -2.189
H 4.878 -0.385 0.156
H 6.277 -1.099 0.892
H 4.620 -1.954 0.905
C 3.636 4.263 2.107
S 5.235 5.029 1.631
O 5.796 4.120 0.526
C 4.496 6.488 0.775
H 3.092 5.009 2.686
H 3.759 3.382 2.737
H 3.030 4.031 1.232
H 5.411 7.078 0.828
H 3.729 6.946 1.401
H 4.106 6.221 -0.207
*
```

ΔE to the lowest compared entry with this formula, charge and spin, kcal/mol: 125.52
E_tot, eV: -84107.345
HOMO-LUMO gap, Ha: 0.199
HOMO level, Eh: -0.1313
Largest force on an atom, eV Å⁻¹: 6.04

Population analysis type Löwdin, resulting atomic charges in e: -0.72, -0.24, -0.01, -0.28, -0.10, 0.06, -0.47, 0.09, 0.03, 0.08, 0.08, 0.08, 0.15, 0.13, 0.14, 0.00, -0.30, -0.16, 0.06, -0.50, 0.07, 0.12, 0.08, 0.09, 0.09, 0.15, 0.14, 0.15, -0.01, -0.36, -0.08, 0.08, -0.57, 0.16, 0.09, 0.09, 0.09, 0.09, 0.15, 0.14, 0.14, -0.02, -0.39, -0.12, 0.07, -0.54, 0.15, 0.12, 0.09, 0.10, 0.09, 0.15, 0.15, 0.15, -0.02, -0.28, -0.11, 0.09, -0.57, 0.15, 0.07, 0.07, 0.08, 0.08, 0.16, 0.12, 0.14, -0.26, 0.82, -0.59, -0.24, 0.04, 0.05, 0.04, 0.05, 0.05, 0.04, -0.27, 0.83, -0.59, -0.26, 0.04, 0.05, 0.06, 0.03, 0.04, 0.06

=====

ORCA calculation (wB97M-V/def2-TZVPD) on C24H44B7F28N8Zn as an isolated structure at a distorted geometry.

```
! wB97M-V def2-TZVPD RIJCOSX def2/J DEFGRID3
* xyz -1 1
Zn -3.392 -0.624 -7.282
C -7.414 -1.318 -3.359
C -7.213 -1.460 -4.891
N -8.404 -1.136 -5.625
C -8.599 -0.004 -6.448
C -9.936 -0.062 -6.885
N -10.592 -1.142 -6.308
C -9.591 -1.864 -5.613
C -11.952 -1.566 -6.548
H -8.254 -0.688 -3.068
H -6.524 -0.952 -2.847
H -7.648 -2.330 -3.029
H -6.939 -2.481 -5.158
H -6.445 -0.756 -5.212
H -7.784 0.662 -6.689
H -10.424 0.684 -7.495
H -9.732 -2.737 -4.993
H -12.122 -2.604 -6.261
H -12.171 -1.520 -7.615
H -12.549 -0.961 -5.866
C -4.310 -8.895 -6.048
C -4.632 -7.452 -5.542
N -5.434 -6.740 -6.569
C -6.651 -7.208 -7.086
C -7.176 -6.205 -7.859
N -6.358 -5.089 -7.807
C -5.164 -5.514 -7.159
C -6.732 -3.761 -8.298
H -3.862 -9.520 -5.276
H -3.624 -8.780 -6.888
H -5.164 -9.500 -6.351
H -3.721 -6.859 -5.465
H -5.067 -7.387 -4.545
H -7.100 -8.130 -6.749
H -8.122 -6.079 -8.365
H -4.226 -4.984 -7.081
H -6.165 -3.106 -7.637
H -7.807 -3.635 -8.164
H -6.531 -3.508 -9.338
C 0.058 3.230 -12.094
C -0.414 2.025 -11.297
N -1.860 1.872 -11.288
C -2.803 2.775 -10.741
C -4.076 2.259 -10.831
N -3.942 1.137 -11.695
C -2.622 0.864 -11.879
C -5.112 0.418 -12.199
H 1.127 3.378 -11.939
H -0.532 4.137 -11.964
H -0.042 3.000 -13.154
H -0.146 2.259 -10.267
H 0.027 1.050 -11.501
H -2.503 3.615 -10.134
H -5.073 2.590 -10.581
H -2.221 -0.034 -12.325
H -6.012 1.025 -12.299
H -5.322 -0.435 -11.554
H -4.969 -0.028 -13.183
C -9.774 3.801 -15.473
C -8.435 3.833 -14.732
N -8.554 3.391 -13.330
C -7.789 3.777 -12.275
C -7.892 2.924 -11.224
N -8.724 1.922 -11.606
C -9.092 2.186 -12.882
C -9.078 0.801 -10.781
H -10.388 4.541 -14.961
H -10.300 2.857 -15.612
H -9.537 4.068 -16.504
H -8.109 4.871 -14.792
H -7.714 3.181 -15.225
H -7.154 4.609 -12.540
H -7.405 2.830 -10.265
H -9.638 1.510 -13.523
H -9.961 1.100 -10.216
H -8.290 0.485 -10.097
H -9.352 -0.068 -11.380
B -5.203 4.986 -9.115
F -5.684 5.006 -10.424
F -3.801 5.156 -9.183
F -5.694 5.855 -8.227
F -5.421 3.758 -8.533
B -5.689 -0.265 -8.496
F -6.404 -1.071 -9.331
F -4.371 -0.105 -8.905
F -6.235 0.938 -8.399
F -5.524 -0.855 -7.284
B -8.342 3.376 -7.551
F -9.362 3.720 -6.689
F -7.268 2.947 -6.762
F -8.957 2.423 -8.312
F -7.890 4.445 -8.216
B -0.830 -0.687 -8.534
F -1.936 0.086 -8.405
F -0.900 -1.159 -9.847
F 0.348 -0.018 -8.216
F -0.934 -1.825 -7.697
B -3.682 2.536 -6.187
F -4.940 3.049 -5.987
F -3.076 3.432 -7.038
F -2.981 2.512 -5.094
F -3.695 1.300 -6.771
B -3.329 -3.061 -9.695
F -3.556 -2.374 -8.538
F -4.135 -4.191 -9.618
F -3.667 -2.308 -10.811
F -1.988 -3.366 -9.852
B -3.068 -1.280 -4.989
F -2.478 -2.130 -4.052
F -3.918 -0.575 -4.213
F -2.231 -0.461 -5.657
F -3.799 -1.921 -5.963
*
```

E_tot, eV: -166805.637
HOMO-LUMO gap, Ha: 0.235
HOMO level, Eh: -0.2099
Largest force on an atom, eV Å⁻¹: 4.90

Atomic partial charges in e from the Löwdin method, atoms 1 to 99: 0.85, -0.04, -0.17, -0.04, 0.10, 0.02, -0.11, 0.02, -0.02, 0.08, 0.08, 0.06, 0.12, 0.12, 0.13, 0.13, 0.14, 0.09, 0.10, 0.10, -0.06, -0.14, -0.06, -0.03, -0.03, -0.05, 0.11, 0.01, 0.08, 0.08, 0.06, 0.13, 0.12, 0.12, 0.13, 0.17, 0.09, 0.10, 0.10, -0.07, -0.18, -0.02, 0.04, 0.05, -0.07, 0.03, 0.00, 0.08, 0.08, 0.06, 0.13, 0.13, 0.13, 0.11, 0.16, 0.07, 0.08, 0.09, -0.08, -0.16, -0.03, 0.00, 0.02, -0.07, -0.01, 0.01, 0.09, 0.07, 0.08, 0.13, 0.13, 0.14, 0.14, 0.15, 0.10, 0.10, 0.10, -1.41, 0.10, 0.08, 0.19, 0.14, -1.48, 0.17, 0.15, 0.25, 0.17, -1.45, 0.10, 0.12, 0.12, 0.20, -1.31, 0.19, 0.12, 0.14, 0.11, -1.48, 0.16